## i
{"formula": "C44H44BBrF4N5O7SSb2Tl", "method": "ωB97M-V with the def2-TZVPD basis set", "lumo_energy_ev": 3.696, "homo_lumo_gap_ev": 7.036, "multiplicity": 1, "homo_ev": -3.34, "charge": -2, "species": ["Tl", "C", "C", "C", "Sb", "C", "C", "C", "C", "C", "C", "C", "C", "C", "C", "C", "C", "Sb", "C", "C", "C", "C", "C", "C", "C", "C", "C", "C", "C", "C", "H", "H", "H", "H", "H", "H", "H", "H", "H", "H", "H", "H", "H", "H", "H", "H", "H", "H", "H", "H", "H", "H", "H", "H", "H", "H", "O", "C", "O", "C", "C", "C", "C", "C", "C", "O", "N", "O", "O", "N", "O", "O", "H", "H", "C", "C", "N", "C", "S", "N", "C", "C", "H", "H", "H", "H", "H", "H", "H", "H", "H", "H", "H", "H", "F", "B", "F", "F", "F", "Br", "C", "C", "C", "C", "N", "C", "H", "H", "H", "H"], "positions_angstrom": [[0.4271, 0.1298, 1.2540], [-1.6803, -1.0506, -3.0251], [-3.0667, -0.9222, -2.3562], [-3.1125, -1.5391, -0.9634], [-4.6350, -0.8754, 0.4417], [-6.1370, -0.1755, -0.9557], [-6.7981, 1.0243, -0.7038], [-7.9114, 1.3909, -1.4463], [-8.3810, 0.5593, -2.4532], [-7.7188, -0.6289, -2.7259], [-6.6100, -0.9959, -1.9766], [-4.0039, 1.1261, 0.9208], [-4.1354, 1.5630, 2.2370], [-3.8171, 2.8706, 2.5789], [-3.3756, 3.7557, 1.6074], [-3.2530, 3.3321, 0.2921], [-3.5646, 2.0249, -0.0466], [-0.1505, 0.3173, -2.2329], [1.4051, -0.2885, -3.6100], [2.3876, 0.6277, -3.9756], [3.5153, 0.2215, -4.6736], [3.6834, -1.1163, -5.0048], [2.7160, -2.0399, -4.6344], [1.5876, -1.6283, -3.9383], [-0.9923, 2.0049, -3.3500], [-2.1026, 1.9203, -4.1875], [-2.7293, 3.0613, -4.6723], [-2.2500, 4.3180, -4.3309], [-1.1343, 4.4184, -3.5119], [-0.5180, 3.2754, -3.0185], [-1.7811, -0.9125, -4.1030], [-1.2934, -2.0560, -2.8507], [-3.8036, -1.4284, -2.9889], [-3.3677, 0.1278, -2.3087], [-2.1770, -1.3480, -0.4365], [-3.2155, -2.6227, -1.0188], [-6.4323, 1.6741, 0.0833], [-8.4223, 2.3218, -1.2305], [-9.2597, 0.8360, -3.0233], [-8.0755, -1.2794, -3.5162], [-6.1033, -1.9332, -2.1828], [-4.4886, 0.8797, 3.0025], [-3.9113, 3.1946, 3.6083], [-3.1056, 4.7694, 1.8755], [-2.8984, 4.0135, -0.4696], [-3.4695, 1.7150, -1.0799], [2.2757, 1.6721, -3.7007], [4.2739, 0.9462, -4.9463], [4.5688, -1.4351, -5.5420], [2.8467, -3.0884, -4.8749], [0.8549, -2.3630, -3.6250], [-2.5116, 0.9567, -4.4667], [-3.6062, 2.9676, -5.3038], [-2.7511, 5.2104, -4.6885], [-0.7523, 5.3939, -3.2337], [0.3213, 3.3828, -2.3378], [1.8491, 3.9189, -0.7723], [1.4732, 3.2874, 0.2317], [0.5345, 2.4410, 0.2730], [2.2475, 3.5736, 1.5147], [2.4364, 4.8661, 1.8873], [3.2535, 5.2025, 2.9903], [3.9888, 4.2144, 3.6197], [3.8601, 2.8973, 3.2293], [2.8858, 2.4805, 2.2244], [2.6362, 1.2796, 1.9973], [4.7401, 1.9451, 3.8463], [4.9292, 0.8637, 3.3138], [5.3166, 2.2734, 4.8858], [3.3977, 6.5550, 3.3983], [4.1528, 6.8203, 4.3341], [2.7613, 7.4235, 2.8059], [1.9726, 5.6601, 1.3187], [4.6957, 4.4772, 4.3907], [-2.4209, -3.1731, 4.6108], [-1.8657, -2.6956, 3.2725], [-0.4638, -3.0218, 3.0954], [0.5350, -2.1980, 3.5035], [0.2737, -0.9394, 4.5851], [1.7480, -2.4907, 2.9981], [2.9571, -1.7087, 3.2413], [3.5846, -1.9785, 4.6056], [-3.4671, -2.8735, 4.7029], [-1.8523, -2.7200, 5.4200], [-2.3553, -4.2596, 4.6896], [-1.9941, -1.6119, 3.2077], [-2.4053, -3.1644, 2.4505], [-0.2588, -3.5672, 2.2663], [1.7809, -3.1689, 2.2479], [2.7310, -0.6448, 3.1533], [3.6688, -1.9612, 2.4546], [2.8768, -1.7303, 5.3930], [4.4657, -1.3440, 4.7108], [3.8830, -3.0249, 4.7010], [-0.9606, -3.7516, 0.3920], [0.2018, -3.6578, -0.4082], [0.3512, -2.3171, -0.8535], [0.1017, -4.5133, -1.4995], [1.3176, -3.9917, 0.3960], [5.8692, -2.9151, 0.0137], [4.8388, -1.3506, -0.2692], [5.4688, -0.1262, -0.4005], [4.6769, 0.9736, -0.6797], [3.3062, 0.7941, -0.7824], [2.7090, -0.3758, -0.5839], [3.4599, -1.4442, -0.3452], [6.5398, -0.0438, -0.2774], [5.1048, 1.9580, -0.8116], [2.6601, 1.6290, -1.0192], [2.9482, -2.3907, -0.2080]], "mulliken_charge": [1.1964, -1.6701, 0.4281, -0.6221, 0.6885, 0.1892, -0.3134, -0.6769, -0.3695, -0.5978, -0.3715, -0.0772, -0.6297, -0.6678, -0.4732, -0.5583, 0.3572, -1.1962, 0.4738, -0.2576, -0.5516, -0.5401, -0.6906, -0.1343, 0.7508, -0.4217, -0.7293, -0.5270, -0.7391, -0.2676, 0.7253, 0.5082, 0.4021, -0.2919, -0.1111, 0.4656, 0.3921, 0.3684, 0.3534, 0.3541, 0.3458, 0.3855, 0.3622, 0.3910, 0.3820, 0.1079, 0.3540, 0.4009, 0.3446, 0.4080, 0.2371, 0.2192, 0.3789, 0.3645, 0.4441, 0.2959, -0.7884, -0.1674, -0.3697, 0.2502, -0.0269, -0.8379, -0.2046, -0.8307, 0.2271, -0.2260, 1.0450, -0.5431, -0.7247, 1.0196, -0.6832, -0.6794, 0.5923, 0.6220, -1.4026, -0.1731, -0.1675, 0.4361, -0.2517, 0.0027, 0.4054, -1.4668, 0.3662, 0.3230, 0.3487, 0.2027, 0.2861, 0.2536, 0.1774, 0.1132, -0.1469, 0.2879, 0.3998, 0.3586, -0.4142, 0.4263, 0.8087, -0.3660, -0.4452, -0.2017, -0.3286, -0.3438, -1.0598, 0.4445, 1.1529, -0.5731, 0.4212, 0.5759, -0.1811, 0.4672]}


## ii
{"formula": "C44H44BBrF4N5O7SSb2Tl", "method": "ωB97M-V with the def2-TZVPD basis set", "lumo_energy_ev": 3.531, "homo_lumo_gap_ev": 6.847, "multiplicity": 1, "homo_ev": -3.32, "charge": -2, "species": ["Tl", "C", "C", "C", "Sb", "C", "C", "C", "C", "C", "C", "C", "C", "C", "C", "C", "C", "Sb", "C", "C", "C", "C", "C", "C", "C", "C", "C", "C", "C", "C", "H", "H", "H", "H", "H", "H", "H", "H", "H", "H", "H", "H", "H", "H", "H", "H", "H", "H", "H", "H", "H", "H", "H", "H", "H", "H", "O", "C", "O", "C", "C", "C", "C", "C", "C", "O", "N", "O", "O", "N", "O", "O", "H", "H", "C", "C", "N", "C", "S", "N", "C", "C", "H", "H", "H", "H", "H", "H", "H", "H", "H", "H", "H", "H", "F", "B", "F", "F", "F", "Br", "C", "C", "C", "C", "N", "C", "H", "H", "H", "H"], "positions_angstrom": [[-1.0584, -1.5670, -0.6559], [2.8648, 1.2633, 1.1077], [3.2808, 0.8091, -0.2928], [2.8328, 1.8404, -1.3325], [3.1032, 1.2048, -3.4101], [5.2028, 1.7969, -3.2570], [5.6463, 3.0869, -2.9845], [6.9926, 3.3427, -2.7664], [7.9170, 2.3084, -2.8127], [7.4882, 1.0179, -3.0858], [6.1410, 0.7692, -3.3069], [2.3913, 3.1430, -4.1302], [3.0818, 3.9470, -5.0327], [2.5178, 5.1195, -5.5187], [1.2400, 5.4942, -5.1283], [0.5258, 4.6817, -4.2591], [1.1014, 3.5187, -3.7692], [2.5858, -0.2133, 2.7210], [2.5259, -2.0504, 1.5519], [1.3289, -2.7558, 1.4548], [1.2324, -3.8776, 0.6390], [2.3320, -4.3134, -0.0827], [3.5363, -3.6376, 0.0335], [3.6300, -2.5163, 0.8446], [4.7684, -0.5557, 3.0236], [5.7802, -0.1046, 2.1794], [7.0930, -0.5351, 2.3215], [7.4267, -1.4172, 3.3391], [6.4434, -1.8421, 4.2213], [5.1343, -1.4123, 4.0592], [1.8808, 1.7306, 1.0568], [3.5719, 2.0012, 1.4963], [2.8457, -0.1654, -0.5211], [4.3665, 0.6895, -0.3513], [3.3831, 2.7759, -1.1996], [1.7681, 2.0336, -1.2003], [4.9283, 3.8980, -2.9395], [7.3263, 4.3518, -2.5523], [8.9657, 2.5078, -2.6288], [8.2056, 0.2071, -3.1211], [5.8028, -0.2412, -3.5101], [4.0710, 3.6506, -5.3641], [3.0773, 5.7503, -6.2002], [0.8013, 6.4105, -5.5057], [-0.4818, 4.9479, -3.9590], [0.5270, 2.8817, -3.1101], [0.4705, -2.4207, 2.0217], [0.2885, -4.4025, 0.5625], [2.2555, -5.1730, -0.7358], [4.4002, -3.9720, -0.5286], [4.5759, -1.9990, 0.9322], [5.5399, 0.5889, 1.3825], [7.8522, -0.1917, 1.6271], [8.4469, -1.7679, 3.4437], [6.7004, -2.5197, 5.0280], [4.3690, -1.7558, 4.7488], [-0.6291, 1.7450, 2.8272], [-0.8413, 0.5694, 2.5263], [0.0093, -0.1847, 1.9418], [-2.1969, -0.0108, 2.9899], [-2.4712, 0.2289, 4.3035], [-3.6449, -0.2441, 4.9259], [-4.5573, -0.9626, 4.1888], [-4.3209, -1.2455, 2.8628], [-3.1190, -0.8039, 2.1628], [-2.9795, -1.0667, 0.9540], [-5.3248, -2.0085, 2.1802], [-5.0746, -2.5471, 1.1169], [-6.4367, -2.0951, 2.7109], [-3.8845, -0.0197, 6.3048], [-3.0324, 0.5671, 6.9661], [-4.9359, -0.4248, 6.8007], [-1.7684, 0.8032, 4.8912], [-5.4642, -1.3210, 4.6504], [-4.3214, -4.9059, -3.7351], [-4.9081, -3.5343, -4.0287], [-4.3775, -2.5242, -3.1326], [-4.0738, -1.2762, -3.4707], [-3.3500, -0.2014, -2.4211], [-4.4006, -0.8400, -4.7537], [-5.8023, -0.6084, -5.0805], [-5.9226, -0.1554, -6.5271], [-4.7751, -5.6542, -4.3849], [-4.5069, -5.1811, -2.6975], [-3.2490, -4.9064, -3.9023], [-6.0001, -3.5773, -3.9178], [-4.6698, -3.2299, -5.0494], [-4.0558, -2.8380, -2.2261], [-3.8511, -0.0078, -4.9349], [-6.2419, 0.1483, -4.4147], [-6.3525, -1.5381, -4.9303], [-5.3362, 0.7501, -6.6852], [-6.9638, 0.0587, -6.7664], [-5.5485, -0.9277, -7.1976], [-0.8632, -5.7968, -3.0119], [-0.9461, -4.4196, -2.8614], [0.2979, -3.8786, -2.4857], [-1.9025, -4.0847, -1.8900], [-1.3349, -3.8302, -4.0882], [-4.1851, 3.0096, 1.1239], [-2.7857, 2.9236, -0.1453], [-2.4779, 4.0292, -0.9148], [-1.4356, 3.9096, -1.8219], [-0.7703, 2.6980, -1.9149], [-1.0954, 1.6331, -1.1920], [-2.0845, 1.7402, -0.3136], [-3.0391, 4.9478, -0.8096], [-1.1465, 4.7464, -2.4429], [0.0487, 2.5703, -2.6144], [-2.3433, 0.8498, 0.2425]], "mulliken_charge": [0.8425, -1.5398, 0.5879, -0.8463, 0.8052, -0.1660, -0.0358, -0.7116, -0.3360, -0.6524, -0.3054, -0.2722, -0.3805, -0.5455, -0.6719, -0.5181, -0.4372, 0.6646, -0.2433, -0.8974, -0.4700, -0.2668, -0.7653, 0.0241, -0.2787, 0.1256, -0.6151, -0.3723, -0.6058, -0.4958, 0.5011, 0.4828, 0.0540, 0.1796, 0.3145, 0.2120, 0.4188, 0.3629, 0.3806, 0.3847, 0.3625, 0.4706, 0.3707, 0.3661, 0.3797, -0.4768, 0.7130, 0.5808, 0.3416, 0.3915, 0.2946, 0.2296, 0.4047, 0.3456, 0.3604, 0.3326, -0.7671, -0.1802, -0.0412, 0.5852, 0.1000, -0.9436, -0.1962, -0.6969, 0.3355, -0.3841, 1.0059, -0.5722, -0.7008, 1.0374, -0.6764, -0.6839, 0.5970, 0.6125, -1.2700, -0.2974, 0.0984, -0.3099, -0.0527, -0.2413, -0.1522, -1.2449, 0.4398, 0.3603, 0.1761, 0.2146, 0.3656, 0.2061, 0.3512, 0.2939, 0.2248, 0.3073, 0.3947, 0.3039, -0.3583, 0.3376, -0.2457, -0.3650, -0.4304, -0.2000, -0.5933, -0.8211, -0.4390, 0.3260, 0.4861, -0.1734, 0.4440, 0.1452, 1.4870, 0.4223]}


Stability comparison, relative energies in kcal/mol: i 0.0; ii 108.9


## i
{"formula": "CH3NO2S", "method": "ωB97M-V with the def2-TZVPD basis set", "lumo_energy_ev": -0.034, "homo_lumo_gap_ev": 9.914, "multiplicity": 1, "homo_ev": -9.95, "species": ["C", "N", "O", "O", "S", "H", "H", "H"], "positions_angstrom": [[-0.2654, -0.0799, -0.6777], [0.9661, -0.0737, 0.2330], [1.2283, -1.1202, 0.7641], [1.4609, 1.0063, 0.4623], [-1.7048, 0.1843, 0.3637], [-0.0734, 0.6416, -1.5920], [-0.2565, -1.4838, -0.9450], [-1.3552, 0.9254, 1.3917]], "mulliken_charge": [-0.3654, 0.7798, -0.4871, -0.4884, -0.1925, 0.2927, 0.3113, 0.1496]}


## ii
{"formula": "CH3NO2S", "method": "ωB97M-V with the def2-TZVPD basis set", "lumo_energy_ev": [-0.434, -0.533], "homo_lumo_gap_ev": [9.438, 8.620], "multiplicity": 1, "homo_ev": [-9.87, -9.15], "species": ["C", "N", "O", "O", "S", "H", "H", "H"], "positions_angstrom": [[-0.6923, -0.3292, -0.4523], [-0.2421, -0.4325, 0.8568], [1.5118, 1.3526, 0.0754], [1.9311, -1.0385, -0.3153], [1.0008, 0.0275, -0.1211], [-1.3607, -0.9090, -0.9144], [-1.4949, 1.5936, -0.8105], [-0.6536, -0.2644, 1.6815]], "mulliken_charge": [-0.3415, -0.1818, -0.4854, -0.5167, 0.8147, 0.4176, 0.0471, 0.2460]}


## iii
{"formula": "CH3NO2S", "method": "ωB97M-V with the def2-TZVPD basis set", "lumo_energy_ev": [-1.144, -0.181], "homo_lumo_gap_ev": [6.560, 9.402], "multiplicity": 1, "homo_ev": [-7.70, -9.58], "species": ["C", "N", "O", "O", "S", "H", "H", "H"], "positions_angstrom": [[0.4703, 0.0131, 0.1432], [0.2215, -0.1250, -2.5683], [0.8777, -0.9937, -3.0964], [-0.3628, 0.8710, -2.9186], [-0.6891, 1.2094, -0.1136], [0.2397, -1.0123, 0.4315], [1.3907, 0.5696, 0.5019], [-1.8121, 0.5718, -0.0543]], "mulliken_charge": [-0.4989, 0.7385, -0.4563, -0.3917, -0.1016, 0.3271, 0.2430, 0.1399]}


## iv
{"formula": "CH3NO2S", "method": "ωB97M-V with the def2-TZVPD basis set", "lumo_energy_ev": [-1.229, -0.139], "homo_lumo_gap_ev": [6.228, 9.458], "multiplicity": 1, "homo_ev": [-7.46, -9.60], "species": ["C", "N", "O", "O", "S", "H", "H", "H"], "positions_angstrom": [[0.2026, -0.2444, 0.1652], [0.3048, -0.4955, -2.5811], [0.3589, -1.4399, -3.3044], [0.5878, 0.6919, -2.6025], [0.8059, 1.2868, 0.0241], [-0.7901, -0.4966, -0.1078], [0.7216, -0.8516, 0.8566], [-0.1654, 1.5457, -0.9137]], "mulliken_charge": [-0.6415, 0.6563, -0.4262, -0.4166, -0.0467, 0.3513, 0.3255, 0.1979]}


Stability comparison, relative energies in kcal/mol: i 0.0; ii 51.5; iii 23.0; iv 24.9